Here is C17H11F4N3O4S in the gas phase from the OMol25 dataset. Energies are from wB97M-V/def2-TZVPD.

DFT total energy, eV: -52169.672
M, g/mol: 429.351
Frontier orbital gap, hartree: 0.27324

Bonds (Å) are listed after each position.
Geometry (Å):
1 S 0.8821 -2.8409 3.9587  O6 1.409, O7 1.494, N10 1.754, C17 1.946
2 F -0.0663 -0.7045 5.4688  C17 1.408
3 F 0.2655 -0.2820 3.1739  C17 1.386
4 F 1.9172 -0.3814 4.6379  C17 1.371
5 F -6.9810 -0.6359 -0.0776  C13 1.390
6 O -0.3933 -3.3977 4.1768  S1 1.409
7 O 1.8150 -3.4918 4.9276  S1 1.494
8 O 3.2238 -2.1009 2.5093  C14 1.202
9 O -0.4019 -2.4418 0.0075  C19 1.243
10 N 1.2261 -3.1743 2.2714  S1 1.754, C14 1.393, H35 0.966
11 N 1.1846 -0.8629 0.0269  C19 1.462, C22 1.402, C26 1.507
12 N -0.9166 1.0231 -0.7900  C20 1.426, C23 1.376
13 C -5.5944 -0.6299 -0.1791  F5 1.390, C16 1.424, C29 1.413
14 C 2.3185 -2.4502 1.7997  O8 1.202, N10 1.393, C26 1.578
15 C -3.3694 -1.3682 0.5851  C27 1.460, C29 1.403, H39 1.106
16 C -4.9250 0.1859 -1.1351  C13 1.424, C25 1.409, H31 1.101
17 C 0.7059 -0.9356 4.3144  S1 1.946, F2 1.408, F3 1.386, F4 1.371
18 C 3.1240 2.3576 -0.3880  C21 1.433, C24 1.428, H38 1.082
19 C -0.2352 -1.2101 0.0228  O9 1.243, N11 1.462, C23 1.503
20 C 0.4438 1.4157 -0.6169  N12 1.426, C22 1.450, C28 1.401
21 C 2.7628 1.0155 -0.0376  C18 1.433, C22 1.398, H34 1.073
22 C 1.4765 0.4907 -0.1909  N11 1.402, C20 1.450, C21 1.398
23 C -1.3033 -0.2341 -0.3849  N12 1.376, C19 1.503, C27 1.483
24 C 2.0586 3.2247 -0.7802  C18 1.428, C28 1.378, H40 1.030
25 C -3.5248 0.3420 -1.1630  C16 1.409, C27 1.343, H37 1.103
26 C 2.1893 -1.9504 0.3087  N11 1.507, C14 1.578, H30 1.115, H32 1.174
27 C -2.7724 -0.4378 -0.3692  C15 1.460, C23 1.483, C25 1.343
28 C 0.7593 2.7672 -0.8051  C20 1.401, C24 1.378, H33 1.040
29 C -4.7697 -1.4272 0.6461  C13 1.413, C15 1.403, H36 1.125
30 H 3.1677 -1.7262 -0.1758  C26 1.115
31 H -5.5424 0.7659 -1.8382  C16 1.101
32 H 1.8704 -2.9321 -0.2496  C26 1.174
33 H -0.0607 3.4057 -0.8521  C28 1.040
34 H 3.5358 0.3941 0.3727  C21 1.073
35 H 0.4279 -3.0926 1.7340  N10 0.966
36 H -5.2728 -2.0986 1.3956  C29 1.125
37 H -3.1508 1.0086 -1.9579  C25 1.103
38 H 4.1823 2.5823 -0.4043  C18 1.082
39 H -2.8597 -2.0432 1.2985  C15 1.106
40 H 2.2537 4.2357 -0.8102  C24 1.030

These are the natural (NBO) partial charges, in e, on atoms 1 to 4:
1. S 2.106
2. F -0.295
3. F -0.317
4. F -0.300